Entry 1:
Entry from the OMol25 dataset: 2 unconnected molecules or ions with the total composition C4H11IO2Si in a non-equilibrium geometry (ωB97M-V/def2-TZVPD).

Cartesian coordinates (Å):
C -0.95 0.80 -1.90
C -0.25 1.71 3.05
C 1.35 -2.04 1.00
C -0.37 1.35 -0.67
O 0.20 0.53 2.30
O 0.53 -1.13 0.26
Si -0.21 0.21 0.78
I 1.43 3.62 -2.43
H -0.68 -0.33 -2.03
H -2.11 0.79 -2.05
H -0.58 1.38 -2.77
H -1.35 1.55 3.06
H -0.09 2.70 2.62
H 0.20 1.64 4.00
H 1.68 -2.87 0.32
H 0.66 -2.28 1.91
H 2.18 -1.50 1.30
H -0.92 2.23 -0.36
H 0.55 1.84 -0.88

## Properties
E = -896.632243 Eh
Frontier orbital gap (spin up / spin down) = 4.580 / 4.580 eV
HOMO level (spin up / spin down) = -6.950 / -6.950 eV

Atom charges from the Mulliken analysis, given in e for atoms 1 to 2: atom 1 (C): -0.79, atom 2 (C): -0.62

=====

Entry 2:
Entry from the OMol25 dataset: a single C13H12BrN molecule in a non-equilibrium geometry (ωB97M-V/def2-TZVPD).

Cartesian coordinates (Å):
Br 5.73 -0.38 0.24
C 3.89 -0.13 -0.09
C 3.15 -1.33 -0.30
C 1.84 -1.10 -0.71
C 1.27 0.13 -0.70
C -0.21 0.23 -1.09
C -1.13 -0.51 -0.12
C -1.29 -0.75 1.17
C -2.54 -1.57 0.98
C -2.38 -1.31 -0.52
C 1.94 1.24 -0.21
C 1.45 2.56 -0.20
C 1.65 3.76 0.22
N 0.26 3.43 -0.32
C 3.29 1.12 0.04
H 3.60 -2.32 -0.22
H 1.16 -1.93 -1.14
H -0.50 1.19 -1.19
H -0.38 -0.12 -2.09
H -1.04 -0.51 2.11
H -3.44 -1.01 1.30
H -2.67 -2.55 1.26
H -2.20 -2.26 -0.96
H -3.01 -0.68 -1.15
H 1.99 4.58 0.81
H -0.44 3.18 0.56
H 3.73 1.93 0.52

## Properties
E = -3131.108452 Eh
Frontier orbital gap = 8.025 eV
HOMO level = -7.961 eV
Structure (SMILES) = Brc1ccc(CC2=CCC2)c(C2=CN2)c1

Atom charges from the Mulliken analysis, given in e for atoms 1 to 2: atom 1 (Br): -0.20, atom 2 (C): -0.01

=====

Entry 3:
Entry from the OMol25 dataset: a molecular structure, C19H48HgO21S6 in a non-equilibrium geometry (ωB97M-V/def2-TZVPD).

Cartesian coordinates (Å):
Hg 0.41 0.78 0.75
C 1.67 4.56 0.07
O 2.06 5.69 0.14
O 2.14 3.58 -0.48
O 0.63 4.21 0.55
O 5.59 -2.22 -2.94
S 5.16 -2.61 -1.54
O 4.04 -1.93 -0.92
O 4.97 -4.30 -1.50
C 5.70 -5.05 -2.48
C 6.73 -5.98 -1.91
C 6.62 -2.61 -0.48
H 6.23 -4.42 -3.19
H 5.06 -5.72 -3.04
H 6.13 -6.73 -1.39
H 7.26 -5.52 -1.08
H 7.15 -6.64 -2.67
H 6.77 -1.72 0.13
H 7.50 -2.72 -1.12
H 6.42 -3.49 0.13
O -2.30 2.23 6.82
S -2.58 2.82 5.53
O -2.16 2.15 4.28
O -4.22 3.07 5.48
C -4.87 3.67 6.52
C -6.31 3.85 6.01
C -1.99 4.58 5.61
H -4.40 4.63 6.71
H -4.83 2.91 7.30
H -6.98 4.10 6.83
H -6.54 2.95 5.44
H -6.39 4.57 5.20
H -2.47 5.15 6.40
H -1.84 5.12 4.67
H -0.96 4.36 5.87
O -0.60 -3.47 0.29
S -0.91 -4.90 0.49
O -1.07 -5.59 1.76
O -2.34 -5.20 -0.29
C -2.43 -4.63 -1.62
C -3.42 -5.48 -2.41
C 0.17 -5.85 -0.67
H -1.56 -4.81 -2.24
H -2.66 -3.56 -1.64
H -2.87 -6.24 -2.97
H -4.11 -4.92 -3.03
H -4.02 -6.15 -1.79
H -0.21 -6.83 -0.94
H 1.10 -6.26 -0.27
H 0.43 -5.32 -1.58
O -5.95 2.76 0.60
S -5.30 2.46 -0.62
O -4.14 1.55 -0.64
O -6.47 1.96 -1.71
C -6.12 1.27 -2.87
C -7.23 0.24 -3.21
C -4.84 4.10 -1.44
H -5.10 0.91 -2.78
H -6.07 2.04 -3.65
H -7.58 -0.18 -2.26
H -6.75 -0.46 -3.89
H -8.13 0.68 -3.64
H -5.66 4.81 -1.50
H -4.36 3.76 -2.36
H -4.11 4.64 -0.84
O 3.70 0.61 3.87
S 4.59 1.05 4.91
O 3.97 1.31 6.21
O 5.79 -0.18 5.11
C 6.73 0.01 6.15
C 7.99 -0.67 5.67
C 5.58 2.59 4.39
H 6.53 -0.48 7.11
H 6.91 1.03 6.50
H 8.09 -0.11 4.74
H 7.91 -1.75 5.54
H 8.81 -0.41 6.34
H 6.36 2.88 5.09
H 4.85 3.38 4.24
H 6.07 2.44 3.43
O -0.58 0.55 -3.94
S -0.36 0.92 -5.33
O 0.27 -0.08 -6.25
O -1.90 1.16 -5.88
C -2.17 1.63 -7.26
C -3.54 1.08 -7.70
C 0.43 2.56 -5.56
H -1.32 1.33 -7.87
H -1.89 2.68 -7.38
H -3.97 0.09 -7.64
H -3.69 1.36 -8.74
H -4.26 1.62 -7.08
H -0.02 3.39 -5.02
H 0.67 2.77 -6.60
H 1.39 2.58 -5.04

## Properties
E = -4874.842522 Eh
Frontier orbital gap = 3.901 eV
HOMO level = -8.343 eV

Atom charges from the Mulliken analysis, given in e for atoms 1 to 2: atom 1 (Hg): 0.13, atom 2 (C): 0.84

=====

Entry 4:
Entry from the OMol25 dataset: a molecular structure, C28H26N4O3PdS2 (ωB97M-V/def2-TZVPD).

Cartesian coordinates (Å):
Pd -0.52 0.79 0.67
C 2.64 0.21 -0.94
C 1.91 -0.65 0.07
N 2.07 -0.36 1.30
N 1.64 -1.23 2.24
C 0.65 -1.00 2.99
S -0.49 0.35 2.92
S 0.32 -2.18 4.30
C 0.10 -3.70 3.29
C -1.35 -4.11 3.18
C -2.26 -3.27 2.55
C -3.59 -3.64 2.43
C -4.02 -4.87 2.93
C -3.12 -5.71 3.57
C -1.78 -5.32 3.69
C 1.16 -1.85 -0.40
C 1.87 -2.85 -1.06
C 1.29 -4.05 -1.42
C -0.05 -4.26 -1.11
C -0.79 -3.27 -0.49
C -0.21 -2.03 -0.13
O -1.03 -1.12 0.37
H 3.67 0.38 -0.61
H 2.17 1.19 -1.04
H 2.64 -0.26 -1.92
H 0.70 -4.48 3.75
H 0.52 -3.47 2.31
H -1.93 -2.31 2.16
H -4.29 -2.98 1.94
H -5.06 -5.16 2.84
H -3.44 -6.66 3.96
H -1.08 -5.98 4.18
H 2.93 -2.69 -1.25
H 1.87 -4.82 -1.91
H -0.53 -5.19 -1.37
H -1.84 -3.41 -0.26
O 0.54 3.73 -5.44
C 0.17 2.36 -5.37
C -0.13 2.00 -3.95
C -0.59 0.72 -3.64
C -0.85 0.41 -2.32
N -0.65 1.28 -1.34
C -0.20 2.51 -1.61
C 0.05 2.90 -2.91
C 0.06 3.37 -0.42
C 0.43 4.69 -0.52
C 0.70 5.43 0.63
C 1.17 6.85 0.52
O 2.45 6.94 -0.09
C 0.57 4.79 1.84
C 0.17 3.46 1.88
N -0.07 2.77 0.78
H 0.63 3.98 -6.36
H 0.97 1.72 -5.74
H -0.72 2.16 -5.98
H -0.74 -0.02 -4.41
H -1.24 -0.56 -2.02
H 0.41 3.90 -3.14
H 0.53 5.15 -1.50
H 1.16 7.33 1.51
H 0.50 7.42 -0.13
H 3.08 6.43 0.44
H 0.77 5.31 2.77
H 0.06 2.92 2.81

## Properties
E = -2451.586991 Eh
Frontier orbital gap = 6.376 eV
HOMO level = -7.383 eV

Atom charges from the Mulliken analysis, given in e for atoms 1 to 2: atom 1 (Pd): 0.31, atom 2 (C): -1.45

=====

Entry 5:
Entry from the OMol25 dataset: a molecular structure, C17H17F3N2O2 in a non-equilibrium geometry (ωB97M-V/def2-TZVPD).

Cartesian coordinates (Å):
F -2.19 -4.29 -1.06
F -0.19 -5.25 -0.78
F -1.78 -5.01 0.93
N 1.08 -1.02 0.98
N -0.60 2.81 1.18
O 2.78 -0.39 -1.89
O -1.43 2.14 -1.31
C -0.76 3.42 2.37
C 1.21 -2.21 1.66
C 0.24 -1.00 -0.03
C -1.08 1.55 1.04
C -1.31 2.78 3.45
C -1.74 0.93 2.16
C -1.75 1.52 3.34
C 0.28 -3.23 1.35
C -0.51 -1.99 -0.57
C -0.51 -3.20 0.25
C -1.22 -4.50 -0.17
C 2.34 1.70 -3.03
C 1.33 1.22 -0.84
C 0.45 0.15 -2.34
C 1.86 0.65 -2.13
C 0.12 0.30 -0.82
C -1.17 1.03 -0.39
H 2.22 -0.95 -1.41
H -0.88 2.90 -0.91
H -0.59 4.46 2.51
H 2.04 -2.39 2.45
H -1.43 3.25 4.45
H -2.34 -0.01 2.06
H -2.20 0.98 4.19
H 0.17 -4.05 1.98
H -1.23 -1.83 -1.46
H 1.47 2.35 -3.31
H 3.27 2.14 -2.67
H 2.64 1.26 -4.03
H 1.16 2.26 -0.88
H 2.06 1.00 -0.02
H -0.11 0.97 -2.92
H 0.36 -0.74 -2.93
H -2.05 0.32 -0.44

## Properties
E = -1217.509801 Eh
Frontier orbital gap = 9.507 eV
HOMO level = -9.438 eV

Atom charges from the Mulliken analysis, given in e for atoms 1 to 2: atom 1 (F): -0.25, atom 2 (F): -0.25

=====

Entry 6:
Entry from the OMol25 dataset: a single C4H6O molecule (ωB97M-V/def2-TZVPD).

Cartesian coordinates (Å):
C -0.68 0.46 -2.24
C -0.36 0.30 -1.09
C 0.39 0.08 0.15
C -0.35 0.07 1.48
O 1.11 -1.14 0.07
H -1.03 0.50 -3.25
H 1.08 0.94 0.17
H 0.40 0.08 2.27
H -0.95 -0.84 1.60
H -0.99 0.95 1.60
H 1.28 -1.32 -0.86

## Properties
E = -231.171641 Eh
Frontier orbital gap = 11.045 eV
HOMO level = -10.138 eV
Structure (SMILES) = C#C[C@@H](C)O

Atom charges from the Mulliken analysis, given in e for atoms 1 to 2: atom 1 (C): 0.08, atom 2 (C): -0.74

=====

Look up the E of the third one. -4874.842522 Eh